15
Properties=species:S:1:pos:R:3:nbo_charge:R:1 method="wB97M-V/def2-TZVPD" e_homo_ev=-8.9 e_lumo_ev=0.2 energy_ha=-399.73359 e_above_lowest_kj_mol=609.0 gap_ha=0.336 max_force_ev_per_a=6.83
C 1.8289 0.8109 -0.0444 0.121
C 0.0448 -1.3021 -0.4829 -0.417
N 0.0351 0.0632 0.0309 -0.459
C -0.4995 1.1428 -0.3806 0.883
O 2.5720 -0.0616 0.6910 -0.675
C -2.3036 0.2338 0.0204 -0.309
C -3.2869 -0.2398 0.5580 -0.412
O -0.5367 2.3160 -0.5139 -0.506
H 2.2871 -0.0056 1.6154 0.490
H 1.7521 1.8066 0.3860 0.191
H 2.1222 0.8042 -1.0900 0.189
H 1.0464 -1.7141 -0.3436 0.223
H -0.6767 -1.8823 0.0869 0.243
H -0.2158 -1.3357 -1.5394 0.215
H -4.1694 -0.6364 1.0061 0.223


77
Properties=species:S:1:pos:R:3:lowdin_charge:R:1 method="wB97M-V/def2-TZVPD" e_homo_ev=-10.7 e_lumo_ev=-5.9 total_charge=+1 energy_ha=-4709.87318 gap_ha=0.175 max_force_ev_per_a=4.69
C 0.7739 4.1115 -2.3375 -0.116
C 2.0324 3.0519 -2.2672 -0.271
C 2.0217 1.8417 -3.4204 -0.103
C 3.1410 3.1547 -1.2751 -0.077
C 4.3491 2.0426 -1.2679 -0.188
C 4.7430 1.7730 0.3175 -0.206
C 3.9284 0.5064 0.9949 -0.321
C 5.0118 -0.1898 2.0624 -0.113
C 2.6846 1.1387 1.8499 -0.143
C 1.2046 0.5344 1.5008 -0.163
N 1.0365 -0.0068 0.0992 -0.099
C -0.1478 0.5912 -0.6281 -0.181
C -1.5963 0.2267 0.0830 -0.142
C -1.7413 -1.4137 0.1305 -0.210
N -0.5353 -2.1060 0.7291 0.018
C 0.7771 -1.5240 0.1928 -0.064
N 1.7308 -2.4764 -0.1785 0.138
H -0.1957 3.6269 -1.8559 0.071
H 1.0109 5.1437 -1.7877 0.027
H 0.5289 4.2674 -3.4804 0.090
H 2.9331 1.9585 -4.1614 0.097
H 2.0780 0.8306 -2.7899 0.059
H 1.0257 1.8030 -4.0341 0.077
H 3.1327 4.0839 -0.5371 0.116
H 5.3331 2.3895 -1.8277 0.122
H 4.0632 0.9987 -1.7158 0.098
H 4.6681 2.7613 0.9797 0.126
H 5.9039 1.4961 0.3077 0.114
H 3.6460 -0.3453 0.2453 0.112
H 4.4958 -0.4582 3.0965 0.079
H 5.8140 0.6472 2.3136 0.086
H 5.5935 -1.0880 1.5799 0.080
H 2.6371 2.3208 1.7025 0.121
H 2.8433 0.9819 3.0230 0.124
H 0.8353 -0.2435 2.3268 0.136
H 0.4421 1.4485 1.5958 0.143
H 0.0169 1.7723 -0.6387 0.130
H -0.1310 0.1419 -1.7336 0.142
H -2.4706 0.7626 -0.5064 0.135
H -1.5670 0.7307 1.1503 0.116
H -1.9380 -1.8264 -0.9691 0.142
H -2.7083 -1.7068 0.7613 0.096
H -0.5470 -2.0875 1.7780 0.142
H 1.8367 -2.7115 -1.1964 0.033
H 2.3063 -3.0183 0.5171 0.155
Cl 0.3846 8.1133 -3.0678 0.542
C 0.5522 8.8785 -1.4686 -0.658
C 1.0215 7.8962 -0.4073 -0.655
Cl -0.2170 6.6728 -0.0278 0.545
H -0.4101 9.3281 -1.2042 0.072
H 1.2846 9.6838 -1.5785 0.075
H 1.2349 8.4285 0.5238 0.074
H 1.9312 7.3723 -0.7170 0.066
Cl -5.1816 -1.6742 -0.2353 0.562
C -5.1828 -3.4421 -0.0216 -0.652
C -6.3177 -3.9125 0.8742 -0.644
Cl -6.0934 -3.4044 2.5672 0.559
H -4.2068 -3.7374 0.3759 0.062
H -5.2906 -3.8810 -1.0181 0.078
H -6.3617 -5.0051 0.8759 0.078
H -7.2853 -3.5324 0.5320 0.079
Cl 2.6026 -3.3759 -3.3223 0.585
C 3.7967 -4.6481 -2.9662 -0.635
C 5.1663 -4.0755 -2.6373 -0.663
Cl 5.9400 -3.3243 -4.0555 0.559
H 3.8387 -5.3252 -3.8252 0.078
H 3.4140 -5.2101 -2.1091 0.074
H 5.8324 -4.8749 -2.3009 0.078
H 5.1087 -3.3230 -1.8447 0.062
Cl -11.5496 -4.4840 3.9747 0.539
C -10.1425 -4.7729 5.0273 -0.665
C -8.8672 -5.0036 4.2322 -0.694
Cl -8.8992 -6.5464 3.3416 0.530
H -10.3722 -5.6237 5.6763 0.071
H -10.0313 -3.8853 5.6573 0.073
H -8.0097 -5.0479 4.9094 0.068
H -8.6911 -4.1997 3.5106 0.029


43
Properties=species:S:1:pos:R:3:nbo_charge:R:1 method="wB97M-V/def2-TZVPD" e_homo_ev=-4.2 e_lumo_ev=2.3 total_charge=-1 energy_ha=-1056.16611 gap_ha=0.239 max_force_ev_per_a=1.14
C 3.5850 0.7525 1.3445 -0.293
C 4.0839 0.2059 0.3991 0.028
C 4.7791 -0.5085 -0.6896 -0.481
C 3.8283 -1.2994 -1.6158 -0.372
C 3.0571 -2.3996 -0.8159 -0.662
B 1.4142 -2.3121 -0.9082 0.529
O 0.8926 -2.7657 -2.2397 -0.927
C 0.7730 -0.8748 -0.4386 -0.683
C 0.6237 0.1835 -1.5469 -0.208
N -0.5355 1.1026 -1.3922 -0.884
C 0.8424 -3.4496 0.1823 -0.307
O 1.3265 -3.2388 1.5456 -0.368
N 0.4174 -2.5993 2.3166 0.345
O 0.9538 -2.0481 3.2268 -0.368
H 2.8345 1.0786 2.0195 0.230
H 5.3847 0.2243 -1.2331 0.212
H 5.4256 -1.2419 -0.1991 0.221
H 3.1857 -0.6602 -2.2241 0.206
H 4.4947 -1.8202 -2.3192 0.180
H 3.4320 -2.3872 0.2165 0.199
H 3.3511 -3.3792 -1.2376 0.177
H 1.0481 -3.7117 -2.2729 0.443
H -0.2453 -1.0991 -0.0731 0.193
H 1.3096 -0.4747 0.4294 0.198
H 0.5798 -0.2598 -2.5471 0.181
H 1.5462 0.7872 -1.5328 0.155
H -0.1672 2.0192 -1.1667 0.330
H -1.1361 0.8177 -0.6100 0.373
H 1.2433 -4.4232 -0.1454 0.154
H -0.2541 -3.4387 0.1881 0.180
C -5.8928 3.2923 1.8536 -0.626
C -4.4347 3.0670 1.5208 0.061
C -4.0547 3.4329 0.1088 -0.091
O -2.9273 2.5904 -0.1260 -0.482
C -3.1027 1.4778 0.6364 0.972
O -2.4777 0.4764 0.5265 -0.540
O -4.1018 1.6728 1.5446 -0.495
H -6.0699 4.3362 2.1140 0.215
H -6.5335 3.0421 1.0061 0.211
H -6.2029 2.6615 2.6864 0.233
H -3.7982 3.5729 2.2531 0.181
H -3.7890 4.4821 -0.0065 0.200
H -4.8285 3.1760 -0.6200 0.181